Density functional theory data (ωB97M-V/def2-TZVPD) for 2 unconnected molecules or ions with the total composition C28H35N4O2 in a non-equilibrium geometry.

Each line ends with the Mulliken charge.
Atoms and positions in Å:
C (-2.744415, 5.093995, -0.634066)  -0.9687
N (-2.423235, 3.691195, -0.479607)  0.2615
C (-3.416406, 2.794187, -0.223108)  0.2859
O (-4.607837, 3.062811, -0.085873)  -0.6826
C (-2.767721, 1.411675, -0.130132)  -0.1431
C (-3.280737, 0.467661, -1.220258)  -0.4659
C (-4.754466, 0.184064, -1.070161)  0.5393
C (-5.623046, 0.509393, -2.113024)  -0.3919
C (-6.994832, 0.341303, -1.946440)  -0.5878
C (-7.497279, -0.175828, -0.749475)  -0.4650
C (-6.618932, -0.551001, 0.271514)  -0.7252
C (-5.243739, -0.373749, 0.113120)  -0.2199
N (-1.338275, 1.704938, -0.246032)  0.6229
C (-0.419654, 0.712319, -0.141821)  0.1443
C (0.953640, 0.878055, -0.282349)  -0.3043
C (1.922901, -0.121810, -0.137876)  0.1604
C (3.325916, 0.138458, -0.334580)  0.9306
C (4.331531, -0.871189, -0.280466)  0.4404
C (5.673587, -0.566760, -0.476609)  -0.8109
C (6.081267, 0.744329, -0.759559)  0.6521
C (7.462074, 1.067304, -0.979727)  -0.1913
N (8.581680, 1.349509, -1.176963)  -0.4359
C (5.117131, 1.752160, -0.820803)  -0.9125
C (3.779799, 1.465914, -0.601256)  -0.5494
C (-1.068372, 3.135121, -0.520343)  0.0329
C (-0.458575, 3.364349, -1.911184)  -1.5280
C (-0.199249, 3.796236, 0.554496)  -1.5150
H (-3.831387, 5.206729, -0.584025)  0.3756
H (-2.298013, 5.696172, 0.166579)  0.3147
H (-2.397852, 5.480518, -1.599561)  0.3170
H (-2.991499, 1.000352, 0.870634)  0.3373
H (-3.080598, 0.937242, -2.199767)  0.3141
H (-2.696636, -0.464484, -1.162802)  0.3985
H (-5.207677, 0.931855, -3.030540)  0.3160
H (-7.667614, 0.619778, -2.754178)  0.3756
H (-8.571286, -0.273793, -0.609517)  0.3849
H (-7.000668, -0.978215, 1.195307)  0.3844
H (-4.546544, -0.637124, 0.911860)  0.3450
H (-0.819448, -0.289552, 0.062239)  0.5765
H (1.286001, 1.880496, -0.539859)  -0.6905
H (1.592543, -1.130621, 0.096273)  0.4082
H (4.040191, -1.901468, -0.069133)  -0.0095
H (6.431762, -1.348968, -0.417843)  0.4845
H (5.423791, 2.773850, -1.041660)  0.4738
H (3.078039, 2.300044, -0.625576)  0.3356
H (-1.163250, 3.034072, -2.686714)  0.3543
H (-0.258383, 4.437657, -2.041673)  0.4723
H (0.477419, 2.812850, -2.037936)  0.3960
H (-0.724792, 3.762347, 1.516975)  0.3821
H (0.759348, 3.285088, 0.664616)  0.4015
H (-0.013188, 4.843178, 0.278907)  0.4533
O (1.947612, -2.094540, 3.225675)  -0.5405
C (2.118326, -3.479542, 3.497495)  -0.7497
C (1.808293, -4.205502, 2.192910)  0.0724
C (2.369214, -5.630945, 1.982399)  -0.6970
C (2.754175, -5.664505, 0.491358)  -0.6199
C (2.856503, -4.186017, 0.047660)  -0.4868
N (2.282235, -3.435531, 1.101264)  -0.1128
H (1.924848, -1.592127, 4.055968)  0.3163
H (3.158901, -3.701371, 3.784962)  0.3238
H (1.415675, -3.811109, 4.273972)  0.3625
H (0.703889, -4.262529, 2.121547)  0.2203
H (3.243599, -5.795161, 2.624145)  0.3063
H (1.625089, -6.392736, 2.231439)  0.3466
H (3.684156, -6.209466, 0.314351)  0.3293
H (1.961132, -6.152719, -0.084427)  0.2519
H (3.905596, -3.905776, -0.143068)  0.2856
H (2.314251, -4.028428, -0.897570)  0.2347
H (2.333502, -2.434635, 1.199928)  0.0830

Forces on the atoms, in the same order (eV/Å):
C 0.279 0.519 -0.049
N -0.304 -0.493 0.087
C -1.230 0.436 0.288
O 1.871 -0.636 -0.250
C -0.796 0.059 0.582
C 0.253 -0.069 -0.287
C -0.051 -0.071 -0.086
C 0.035 0.033 0.383
C 0.026 -0.112 0.096
C 0.302 0.063 -0.061
C 0.149 0.042 -0.129
C -0.295 0.161 -0.300
N 1.775 -2.146 0.166
C -2.116 1.201 0.005
C 1.935 -0.330 -0.063
C -1.549 1.142 -0.330
C 1.531 0.665 -0.209
C -0.710 0.299 0.120
C 0.159 -0.120 -0.043
C -0.610 -0.377 0.157
C 2.563 0.582 -0.482
N -2.593 -0.665 0.481
C -0.267 0.316 -0.019
C -0.034 -0.399 0.081
C 0.053 1.049 -0.357
C -0.169 -0.191 -0.195
C -0.182 -0.141 0.306
H 0.261 -0.190 0.008
H -0.077 -0.112 -0.127
H -0.047 -0.105 0.147
H 0.164 0.136 -0.383
H -0.049 -0.263 0.289
H -0.135 0.173 -0.106
H -0.240 -0.111 0.213
H 0.067 -0.059 0.193
H 0.220 -0.050 -0.037
H 0.015 0.103 -0.160
H -0.290 -0.020 -0.140
H -0.001 0.458 -0.014
H -0.049 -0.526 0.118
H 0.036 0.029 -0.034
H 0.149 0.341 -0.077
H -0.301 0.175 -0.015
H -0.078 -0.257 0.093
H 0.308 -0.268 -0.035
H 0.215 0.095 0.171
H -0.060 -0.386 0.004
H -0.151 0.221 -0.063
H 0.181 0.056 -0.159
H -0.116 0.234 0.039
H -0.064 -0.340 0.116
O -0.199 0.705 0.610
C 0.215 -0.709 0.000
C -1.353 -0.217 0.415
C 0.195 0.457 0.295
C -0.281 0.074 -0.124
C 0.555 -0.270 -0.948
N 0.169 0.681 -0.150
H 0.067 -0.365 -0.375
H -0.206 0.173 0.112
H 0.308 0.026 -0.016
H 0.079 -0.126 0.214
H -0.093 0.062 -0.120
H 0.171 0.133 -0.012
H -0.167 0.071 0.002
H 0.185 0.009 0.083
H -0.048 -0.172 -0.004
H 0.162 -0.166 -0.030
H 0.260 -0.520 0.114

Energy above the lowest of the compared OMol25 structures with the same formula, charge and spin (kJ/mol): 0.0
Net charge: +1
E (eV): -39652.0967



Density functional theory data (ωB97M-V/def2-TZVPD) for a molecular structure, C28H35N4O4ReSSb2 in a non-equilibrium geometry.

Each line ends with the Mulliken charge.
Atoms and positions in Å:
Re (1.432081, -0.121631, -0.642769)  1.0282
C (5.246323, -0.875915, -2.657503)  -1.6342
C (3.958367, -0.998650, -1.928982)  0.9094
N (3.117684, -0.009346, -1.774848)  0.1136
N (3.486463, 1.267230, -2.164544)  -0.4086
C (3.445682, 2.226448, -1.213074)  0.6091
N (3.959650, 3.415462, -1.450624)  -0.3404
S (2.735105, 1.832585, 0.287826)  -0.3553
C (3.558962, -2.154394, -1.152452)  0.6978
C (4.230135, -3.372703, -1.143828)  -0.9404
C (3.843174, -4.361163, -0.256663)  -0.7264
C (2.784248, -4.097953, 0.606059)  -1.1907
C (2.142328, -2.880042, 0.527874)  0.1297
N (2.499724, -1.905213, -0.324411)  0.2577
H (5.108286, -0.403771, -3.630289)  0.4418
H (5.711031, -1.843210, -2.816022)  0.3986
H (5.949059, -0.269671, -2.078726)  0.3921
H (4.030191, 1.377625, -3.012286)  0.2958
H (4.393781, 3.664676, -2.328455)  0.2235
H (3.930820, 4.124042, -0.732029)  0.2492
H (5.049880, -3.543616, -1.825456)  0.3883
H (4.354006, -5.313370, -0.232671)  0.5208
H (2.464227, -4.837204, 1.325609)  0.5450
H (1.307648, -2.645731, 1.174086)  -0.1639
C (2.913437, -0.038113, 3.421526)  -1.1896
Sb (1.282255, -0.091669, 2.005674)  0.8414
C (0.387741, 1.775231, 2.573750)  -1.0745
C (-0.220215, -1.648982, 2.799668)  -2.1373
C (-1.588789, -1.212993, 2.540658)  1.3870
C (-2.241370, -0.365439, 3.449270)  -0.6716
C (-3.548755, 0.027688, 3.249421)  -0.6290
C (-4.218903, -0.393557, 2.095850)  -1.0567
C (-3.571880, -1.216825, 1.189445)  -0.3756
C (-2.264018, -1.645805, 1.403942)  0.5244
C (-1.627079, -2.613773, 0.508153)  -1.6881
Sb (-0.721318, -1.693309, -1.249309)  0.8013
C (-2.375944, -0.750226, -2.214320)  -1.1917
C (-0.469420, -3.456926, -2.429214)  -1.2282
H (2.548008, 0.377339, 4.357797)  0.4282
H (3.688400, 0.610203, 3.017971)  0.3852
H (3.324514, -1.030935, 3.581194)  0.4126
H (0.264810, 1.778550, 3.655490)  0.5966
H (-0.571534, 1.906866, 2.081711)  0.0940
H (1.070341, 2.573778, 2.289136)  0.4460
H (0.057365, -1.626760, 3.851341)  0.9551
H (0.087927, -2.578358, 2.335112)  0.6784
H (-1.713998, -0.069695, 4.347643)  0.4999
H (-4.053551, 0.640676, 3.981719)  0.4610
H (-5.242951, -0.093682, 1.922332)  0.4881
H (-4.106553, -1.574347, 0.317448)  0.5473
H (-2.359583, -3.283695, 0.056967)  0.8146
H (-0.857733, -3.226743, 0.973979)  0.6138
H (-2.948382, -1.526642, -2.718884)  0.5275
H (-2.020796, -0.028326, -2.947077)  0.4149
H (-2.992535, -0.241230, -1.476834)  0.2179
H (-1.371702, -4.057298, -2.342577)  0.4317
H (0.380323, -4.038634, -2.079617)  0.3743
H (-0.324649, -3.199818, -3.475544)  0.3817
O (0.310385, 1.474870, -1.407646)  -0.7796
C (-0.635406, 1.492386, -0.550389)  -0.2994
O (-0.561972, 0.619166, 0.381276)  0.8102
C (-1.757361, 2.405458, -0.707174)  -0.1990
C (-1.638294, 3.425993, -1.657787)  -0.6885
C (-2.688510, 4.279733, -1.946804)  -1.1663
C (-3.863117, 4.072334, -1.248136)  0.7808
O (-5.018409, 4.729367, -1.347393)  -0.4338
C (-5.916981, 4.161813, -0.404548)  -0.2698
O (-5.240083, 3.080359, 0.226513)  -0.4917
C (-3.988083, 3.051377, -0.279585)  1.0079
C (-2.951364, 2.207852, 0.012648)  -0.5820
H (-0.699445, 3.534951, -2.180882)  0.5030
H (-2.615415, 5.063870, -2.684513)  0.4827
H (-6.818368, 3.808641, -0.914312)  0.2682
H (-6.197900, 4.916508, 0.337450)  0.2822
H (-3.051969, 1.414312, 0.741612)  0.2536

Forces on the atoms, in the same order (eV/Å):
Re -0.912 2.462 2.078
C -0.043 -0.070 -0.029
C -0.008 0.709 -0.063
N 0.491 -0.615 -0.358
N 0.278 0.348 -0.381
C 0.158 0.111 -0.061
N -0.058 -0.231 -0.112
S 0.106 -0.041 -0.721
C -0.175 -0.563 0.306
C -0.026 0.458 -0.228
C -0.297 -0.036 0.263
C 0.324 -0.226 -0.240
C -0.056 0.020 0.006
N 0.247 -0.849 -0.210
H 0.030 -0.044 -0.055
H 0.003 0.003 -0.052
H -0.023 0.052 0.057
H -0.084 -0.028 -0.004
H 0.036 0.018 -0.002
H -0.066 0.036 -0.010
H 0.027 -0.013 -0.001
H 0.033 -0.020 -0.001
H -0.068 0.004 0.051
H 0.229 -0.201 -0.243
C 0.171 -0.310 -0.702
Sb -1.416 -0.157 2.334
C 0.235 -0.136 0.147
C 1.554 1.041 -0.038
C -0.606 0.434 0.261
C 0.259 -0.293 -0.049
C -0.130 -0.053 -0.370
C 0.225 0.027 0.257
C -0.147 -0.090 -0.030
C -0.359 0.162 0.595
C 0.285 -0.189 -1.197
Sb -0.462 -0.786 -0.650
C 0.279 0.016 0.113
C 0.087 0.209 0.055
H -0.244 -0.024 -0.069
H 0.033 0.022 0.018
H 0.017 -0.033 0.052
H 0.082 -0.036 0.045
H 0.151 -0.035 0.263
H -0.031 0.050 0.098
H -0.024 -0.144 0.070
H -0.235 -0.017 0.490
H -0.037 0.068 0.069
H -0.010 0.040 0.014
H -0.030 -0.009 -0.004
H -0.058 -0.026 -0.001
H 0.014 -0.036 -0.050
H -0.208 -0.073 -0.128
H 0.013 -0.036 0.049
H 0.041 -0.010 0.011
H 0.017 -0.014 0.033
H -0.066 -0.013 0.059
H 0.041 -0.031 0.021
H 0.044 0.066 -0.025
O 0.926 -0.651 -0.287
C -1.453 1.002 -0.450
O 0.358 -0.957 -1.153
C 0.638 -0.176 -0.117
C 0.112 -0.147 -0.046
C -0.302 0.128 0.046
C 0.081 -0.450 0.367
O 0.422 0.170 -0.364
C -0.961 0.286 0.320
O 0.161 -0.334 0.164
C 0.300 0.244 -0.315
C -0.427 0.064 0.278
H -0.015 0.037 -0.060
H 0.051 0.038 -0.021
H 0.248 -0.093 -0.033
H 0.207 -0.090 -0.054
H 0.023 0.058 -0.009

Energy above the lowest of the compared OMol25 structures with the same formula, charge and spin (kJ/mol): 36.4
2S+1: 2
Net charge: +3
E (eV): -69769.0599



Density functional theory data (ωB97M-V/def2-TZVPD) for a molecular structure, C28H35N5O3ReS2 in a non-equilibrium geometry.

Each line ends with the Mulliken charge.
Atoms and positions in Å:
Re (-0.058883, 0.058522, -0.184109)  0.8318
C (-1.137186, -3.952702, 1.135989)  -1.6878
C (-0.651099, -2.547214, 1.004708)  0.6525
N (-0.686434, -1.868681, -0.132702)  0.1459
C (-1.195453, -2.391230, -1.395567)  -0.7025
C (-0.408112, -1.762614, -2.554393)  -0.8804
N (-0.074315, -0.306756, -2.342781)  -0.2305
C (-0.944678, 0.667913, -3.055719)  -0.6644
C (-2.136154, 1.030092, -2.183333)  -0.9326
N (-1.650548, 1.371949, -0.817335)  -0.6589
C (-1.269274, 2.826625, -0.634841)  -0.7073
C (0.096944, 3.005340, 0.053728)  -0.6563
N (0.335752, 1.818854, 0.859372)  0.1466
C (0.764463, 1.761896, 2.079014)  0.9817
C (1.192680, 2.952056, 2.868465)  -1.8847
C (0.704961, 0.408860, 2.623769)  0.8706
C (1.070102, -0.015792, 3.878822)  -0.6484
C (0.807260, -1.340910, 4.259379)  -1.1804
C (0.193443, -2.200590, 3.377400)  -0.5386
C (-0.130684, -1.769010, 2.083926)  0.5083
N (0.122984, -0.470990, 1.734931)  0.5178
H (-2.185819, -4.028383, 0.840231)  0.4035
H (-1.061887, -4.302935, 2.161551)  0.4196
H (-0.558636, -4.634526, 0.513618)  0.2110
H (-2.259009, -2.149209, -1.465002)  0.2414
H (-1.101109, -3.477164, -1.453914)  0.6438
H (-0.955467, -1.884314, -3.490052)  0.4365
H (0.550684, -2.271331, -2.664705)  0.3183
H (0.878277, -0.200655, -2.691436)  0.1380
H (-1.288910, 0.256374, -4.005999)  0.4707
H (-0.333111, 1.542857, -3.280080)  0.4357
H (-2.798756, 0.170257, -2.078487)  0.3696
H (-2.719995, 1.848185, -2.606462)  0.5416
H (-2.428025, 1.199367, -0.187765)  0.4201
H (-2.051872, 3.294852, -0.039821)  0.4664
H (-1.273837, 3.308559, -1.610652)  0.3948
H (0.087672, 3.922822, 0.644635)  0.5973
H (0.904922, 3.085942, -0.676885)  0.1695
H (2.058502, 3.427732, 2.405077)  0.3904
H (1.450581, 2.685268, 3.888310)  0.4299
H (0.391206, 3.691624, 2.914211)  0.3932
H (1.524821, 0.667766, 4.581336)  0.3927
H (1.066947, -1.675825, 5.253525)  0.4790
H (-0.036827, -3.213405, 3.677201)  0.3673
C (8.707686, 0.822286, 0.354214)  -1.4198
C (7.301531, 0.454618, -0.008716)  0.9635
C (6.973505, 0.053320, -1.303503)  -0.9378
C (5.675287, -0.284548, -1.641737)  -0.6062
C (4.693881, -0.213914, -0.659854)  0.0812
C (4.987097, 0.182228, 0.641402)  -0.4765
C (6.289787, 0.514771, 0.953727)  -0.8092
S (3.087702, -0.711726, -1.081990)  1.6328
O (2.830721, -0.548736, -2.478326)  -0.9837
O (3.007401, -2.268925, -0.850102)  -0.1830
O (2.162291, -0.062441, -0.148157)  -0.6077
H (9.383410, 0.704466, -0.489701)  0.3615
H (9.068384, 0.197708, 1.172433)  0.3549
H (8.756348, 1.858960, 0.690448)  0.3491
H (7.746059, 0.007574, -2.059611)  0.3489
H (5.428775, -0.589240, -2.649571)  0.4772
H (4.209122, 0.232640, 1.392371)  0.3804
H (6.533085, 0.828017, 1.961255)  0.4332
S (2.997460, -2.852296, 0.768175)  0.0284
C (2.374985, -4.454677, 0.390486)  1.0839
C (1.873008, -4.825073, -0.848663)  -0.4751
C (1.361016, -6.105394, -1.011005)  -0.6291
C (1.316852, -6.990034, 0.057092)  -0.6058
C (1.823099, -6.604776, 1.291605)  -0.6064
C (2.375033, -5.343897, 1.460793)  -0.8354
H (1.923099, -4.147824, -1.691179)  0.4857
H (1.000195, -6.412960, -1.984098)  0.4253
H (0.915357, -7.984888, -0.077603)  0.4281
H (1.821859, -7.299043, 2.121101)  0.4331
H (2.815245, -5.070574, 2.413255)  0.4959

Forces on the atoms, in the same order (eV/Å):
Re 1.308 0.534 0.225
C -0.040 -0.006 0.016
C -0.036 -0.024 -0.200
N -0.243 0.230 0.031
C 0.049 -0.081 -0.109
C -0.013 0.006 0.122
N -0.145 -0.243 -0.003
C -0.147 -0.062 0.069
C 0.228 -0.125 -0.010
N -0.485 -0.098 0.195
C -0.025 -0.100 -0.009
C -0.077 0.108 0.151
N -0.109 -0.142 -0.331
C -0.073 0.005 0.035
C -0.018 0.033 0.029
C -0.020 -0.194 -0.029
C -0.065 0.004 0.037
C -0.005 0.055 -0.015
C -0.054 0.006 -0.055
C 0.068 -0.115 0.184
N -0.078 0.170 -0.048
H 0.010 -0.005 0.002
H -0.010 0.014 0.001
H 0.050 -0.060 -0.060
H 0.000 -0.011 -0.008
H 0.005 -0.007 -0.029
H 0.013 -0.002 -0.015
H -0.040 -0.024 0.062
H -0.130 0.051 -0.128
H 0.025 0.025 -0.025
H -0.029 0.062 0.059
H 0.018 -0.004 0.007
H 0.045 0.015 -0.073
H -0.001 0.056 -0.011
H 0.021 0.017 0.018
H 0.051 0.020 -0.004
H 0.026 0.011 -0.023
H -0.020 0.007 -0.036
H -0.006 -0.001 -0.005
H 0.011 0.000 -0.002
H 0.004 -0.002 -0.002
H 0.007 0.002 -0.009
H 0.005 0.004 -0.008
H 0.018 0.003 -0.010
C 0.035 0.003 -0.002
C -0.029 -0.012 -0.029
C -0.025 0.011 0.009
C 0.046 -0.018 -0.037
C -0.101 -0.095 -0.030
C -0.030 0.009 0.132
C -0.020 -0.002 -0.007
S 0.271 0.011 -0.145
O -0.047 -0.042 0.035
O 0.003 0.255 0.113
O -0.104 -0.201 0.037
H -0.003 0.002 0.001
H -0.006 0.003 0.002
H 0.001 -0.003 0.002
H -0.002 0.000 0.000
H -0.014 -0.007 -0.003
H -0.005 -0.004 -0.012
H -0.004 -0.003 -0.004
S 0.097 0.014 -0.116
C -0.100 -0.015 0.082
C 0.058 0.071 -0.100
C -0.052 -0.057 0.035
C -0.002 0.013 -0.021
C 0.073 0.000 -0.010
C -0.068 -0.066 0.009
H -0.027 -0.039 0.054
H 0.002 0.002 0.009
H -0.008 0.006 0.002
H -0.007 0.000 -0.002
H -0.025 0.031 0.005

Energy above the lowest of the compared OMol25 structures with the same formula, charge and spin (kJ/mol): 243.0
2S+1: 2
Net charge: +2
E (eV): -66984.4201